[1]
The following is a DFT calculation (ωB97M-V/def2-TZVPD) of a single C16H25NO5S molecule in a non-equilibrium geometry.

The geometry in XYZ format:
```
48
C16H25NO5S, DFT ωB97M-V/def2-TZVPD
C 3.77940 -0.07985 1.80897
C 3.24046 -0.45452 0.42771
C 3.57142 -1.92268 0.17170
C 3.70581 0.49250 -0.69991
C 2.88716 0.00595 -1.89957
C 1.51698 -0.30428 -1.26950
C 1.74086 -0.09289 0.24955
C 0.75525 -0.75427 1.18412
S -0.85923 -1.20667 0.46823
O -0.66601 -2.19250 -0.55718
O -1.68532 -1.57641 1.58733
N -1.38034 0.21077 -0.25528
C -2.13476 0.01793 -1.47748
C -3.52011 -0.57625 -1.20029
C -4.08559 -0.04711 0.12465
C -5.59064 0.08145 0.06776
O -6.25662 0.15448 -0.93001
O -6.12728 0.14310 1.29190
C -3.48247 1.32940 0.44102
C -1.97700 1.16425 0.66563
C 1.79930 1.42354 0.36414
O 0.98039 2.14330 0.87000
C 3.10327 1.83671 -0.28736
H 3.47104 0.91408 2.11912
H 3.41611 -0.78318 2.55488
H 4.86685 -0.12184 1.80662
H 4.64003 -2.02942 -0.00460
H 3.03737 -2.32849 -0.67940
H 3.31528 -2.52463 1.04059
H 4.78027 0.52214 -0.87380
H 3.33532 -0.87795 -2.34980
H 2.81997 0.77052 -2.67286
H 0.73661 0.36402 -1.63030
H 1.18564 -1.32253 -1.45729
H 1.12876 -1.70316 1.56239
H 0.51291 -0.10096 2.01953
H -1.55759 -0.65875 -2.10715
H -2.20765 0.98886 -1.97416
H -4.20465 -0.32036 -2.01165
H -3.43627 -1.66195 -1.14690
H -3.82967 -0.71788 0.95034
H -7.09081 0.24528 1.23602
H -3.93756 1.74475 1.34016
H -3.67816 2.00962 -0.39017
H -1.79987 0.78611 1.67345
H -1.45851 2.12214 0.55802
H 3.72216 2.38582 0.42228
H 2.91749 2.50182 -1.13144
```

Energy relative to the best compared isomer or geometry (same formula, charge and spin)   0.0 kcal per mole
M   343.445 g mol⁻¹
SMILES string   CC1(C)[C@H]2CC[C@]1(CS(=O)(=O)N1CCC(C(=O)O)CC1)C(=O)C2
Orbital gap   10.12 eV
Spin multiplicity   1
E_LUMO   0.0238 Ha

=====

[2]
The following is a DFT calculation (ωB97M-V/def2-TZVPD) of a molecular structure, C16H25ORuS in a non-equilibrium geometry.

The geometry in XYZ format:
```
44
C16H25ORuS, DFT ωB97M-V/def2-TZVPD
C -0.08110 1.67255 -2.54853
C -0.78973 0.60358 -3.29748
C -0.76430 2.99617 -2.48420
C 1.38997 1.71113 -2.77897
H -0.73899 3.51005 -3.46016
H -0.28430 3.66004 -1.75865
H -1.81654 2.88724 -2.20706
H -0.78367 0.80633 -4.38214
H -1.83714 0.51396 -2.99548
H -0.29248 -0.36257 -3.14851
H 1.62691 2.04491 -3.80229
H 1.82087 0.71147 -2.65672
H 1.89382 2.39875 -2.09429
C -1.96199 -0.29233 1.79363
C -2.14019 1.03426 1.26109
C -2.22042 0.93608 -0.18235
H -2.31479 1.93740 1.83078
C -2.07942 -0.47216 -0.51749
C -1.94092 -1.21037 0.70009
H -1.87156 -2.28770 0.78172
H -1.84620 -0.54966 2.84682
H -2.45588 1.74418 -0.85639
H -2.11442 -0.89166 -1.51988
C 1.91359 0.42023 1.52967
C 0.91850 0.95782 2.39857
C 0.30018 2.07247 1.73597
H 0.66669 0.58478 3.39220
C 0.91121 2.22752 0.43311
C 1.89699 1.16887 0.30809
H 2.53264 0.98956 -0.55895
H 2.59020 -0.39122 1.75695
H -0.40261 2.77484 2.17741
H 0.75315 3.04864 -0.24969
Ru -0.28565 0.58544 0.36684
C 1.18787 -2.98029 2.95155
S 1.56468 -3.20165 1.20683
C 0.85236 -4.84283 0.96291
O 0.66286 -2.24760 0.45360
H 1.75614 -3.73003 3.51890
H 0.10636 -3.11728 3.10010
H 1.50036 -1.96787 3.24373
H -0.16404 -4.85043 1.37644
H 0.85117 -5.03922 -0.11637
H 1.48982 -5.56338 1.48861
```

Total charge   +1
Energy relative to the best compared isomer or geometry (same formula, charge and spin)   0.0 kcal per mole
M   366.512 g mol⁻¹
Orbital gap (alpha / beta)   6.56 / 7.58 eV
Spin multiplicity   5
E_LUMO (alpha / beta)   -0.1240 / -0.1717 Ha